DFT (wB97M-V/def2-TZVPD) results for a structure of composition C26H48BNO52S11 at a distorted geometry.

Each line ends with the Mulliken charge.
Atoms and positions in Å:
N: 0.036530 1.636271 -5.487119  -0.1247
H: -0.884159 1.256053 -5.186493  0.4139
H: 0.703344 1.830410 -4.687147  0.1918
H: -0.188965 2.567825 -5.886621  0.4511
H: 0.547920 1.087126 -6.193055  0.3825
O: -1.944174 -0.010208 1.531957  -0.4719
C: -0.993179 0.026779 0.882017  0.1238
O: -0.495713 1.057051 0.272543  -0.3421
B: 0.819557 0.690957 -0.292522  0.6997
O: 1.021200 -0.695623 0.026603  -0.0956
C: -0.024361 -1.167598 0.633041  0.0571
O: -0.138714 -2.209571 0.990033  -0.0088
O: 1.900066 1.575912 0.159011  -0.6899
C: 2.398276 2.174024 -0.904324  0.4459
O: 3.213806 2.959872 -0.915298  -0.4021
C: 1.654738 1.650160 -2.157785  0.6508
O: 0.695885 0.878925 -1.753196  -0.4105
O: 1.892074 1.906528 -3.340598  -0.7992
C: 3.255062 -2.961695 -0.336224  0.2074
C: 4.004789 -4.240563 -0.756542  -0.2900
O: 4.736337 -4.668045 0.386398  -0.3652
S: 4.557921 -3.677373 1.599674  1.2137
O: 5.595445 -2.746863 1.628940  -0.5438
O: 4.290625 -4.421095 2.748257  -0.5723
O: 3.219342 -3.034352 1.087079  -0.1446
H: 2.234838 -2.959873 -0.664743  -0.2623
H: 3.866897 -2.089720 -0.541509  0.2769
H: 4.650217 -4.026575 -1.605977  0.3117
H: 3.327592 -5.047286 -0.998745  0.2636
C: -2.414065 -3.302807 -3.393326  -0.3848
C: -1.791221 -2.755500 -2.112092  0.3748
O: -2.420714 -1.443529 -2.025961  0.0152
S: -2.634254 -0.817252 -3.460447  0.9139
O: -1.474799 -0.140457 -3.903439  -0.5104
O: -3.830236 -0.110855 -3.403261  -0.5959
O: -2.698060 -2.172828 -4.255917  -0.3937
H: -3.383783 -3.760651 -3.177429  0.3552
H: -1.825326 -4.065658 -3.899158  0.3364
H: -0.705649 -2.615487 -2.134997  0.0354
H: -2.062382 -3.407013 -1.288722  -0.2289
C: -1.976506 3.655096 0.905176  0.2593
C: -0.696117 4.163423 0.193771  0.4038
O: -0.537963 5.508766 0.728239  -0.3501
S: -1.579235 5.906020 1.847187  0.9155
O: -2.126238 7.150866 1.561634  -0.5474
O: -1.032344 5.668858 3.092214  -0.5259
O: -2.637970 4.779282 1.479450  -0.2457
H: -1.865942 2.882184 1.667370  0.3458
H: -2.609016 3.174979 0.155673  -0.3257
H: -0.709590 4.147225 -0.894150  0.2160
H: 0.188388 3.611637 0.517835  -0.1303
C: 5.728176 3.501579 1.487826  0.0312
C: 5.196048 2.492213 2.496318  -0.1606
O: 6.184863 2.465375 3.525823  -0.3748
S: 7.626653 2.865609 2.974300  1.0420
O: 8.345385 1.722137 2.772352  -0.4970
O: 8.153668 3.882929 3.757429  -0.5294
O: 7.154275 3.424719 1.570338  -0.3265
H: 5.416377 4.515196 1.760532  0.2403
H: 5.422345 3.330143 0.462048  0.0513
H: 4.881336 1.534411 2.069377  0.2822
H: 4.301813 2.867621 3.001498  0.2402
C: 6.390053 2.973833 -5.470167  -0.4635
C: 5.782144 2.710879 -4.103977  -0.1821
O: 4.477410 2.138634 -4.323622  -0.0996
S: 4.237979 1.796300 -5.868509  1.0948
O: 2.911400 2.087239 -6.256211  -0.5932
O: 4.738747 0.517534 -6.157188  -0.5976
O: 5.273399 2.884974 -6.379074  -0.3263
H: 7.140506 2.281777 -5.847523  0.3168
H: 6.790803 3.985207 -5.425963  0.2752
H: 5.650330 3.627398 -3.524946  0.1064
H: 6.360599 2.056177 -3.448788  0.4011
C: -4.128278 -3.537267 1.684962  0.2430
C: -4.308856 -4.211503 3.066685  0.3698
O: -4.220335 -5.613930 2.779737  -0.4511
S: -4.595586 -5.929361 1.284401  1.0526
O: -5.977834 -5.940513 1.084699  -0.6323
O: -3.893294 -7.001509 0.797749  -0.4827
O: -4.014435 -4.564203 0.717740  -0.1957
H: -3.279210 -2.871954 1.559104  -0.0866
H: -5.004762 -2.902136 1.490425  0.1163
H: -5.211446 -4.041938 3.631158  0.3807
H: -3.453347 -3.904734 3.664917  -0.2353
C: -5.065647 1.819233 -0.223699  0.5860
C: -5.293269 3.306265 -0.127146  -0.3300
O: -6.743494 3.370362 -0.146971  -0.3953
S: -7.359246 2.203004 0.708648  1.0389
O: -8.448067 1.703233 0.024577  -0.5523
O: -7.441954 2.600823 2.036640  -0.5276
O: -6.101608 1.222974 0.552435  -0.1494
H: -4.094059 1.440148 0.108698  -0.3476
H: -5.070807 1.493334 -1.273515  0.0269
H: -4.965207 3.881086 -0.991021  0.3496
H: -4.948102 3.843894 0.761166  0.3645
C: -5.599170 -0.472682 3.338164  0.0073
C: -5.804057 0.622655 4.426741  -0.3015
O: -5.105609 0.151705 5.599845  -0.4005
S: -4.203330 -1.119917 5.264040  1.1876
O: -4.209128 -2.051125 6.263392  -0.5756
O: -2.998663 -0.655634 4.733803  -0.4180
O: -5.150633 -1.604271 4.062054  -0.3621
H: -4.827726 -0.139404 2.637326  -0.1469
H: -6.509230 -0.616883 2.764184  0.4925
H: -6.825125 0.938068 4.603209  0.3095
H: -5.274016 1.516802 4.079238  0.2188
C: -0.405222 -7.314941 0.797543  -0.3538
C: -0.721855 -5.829298 0.974512  1.0107
O: -0.648108 -5.276470 -0.424111  -0.1989
S: -1.083605 -6.371816 -1.462332  1.2490
O: -0.320243 -6.247623 -2.615481  -0.6280
O: -2.469135 -6.368881 -1.514699  -0.5166
O: -0.680658 -7.628798 -0.565794  -0.4099
H: -1.104034 -7.905041 1.380629  0.3095
H: 0.632618 -7.530427 1.043148  0.2940
H: -0.118094 -5.196643 1.606586  0.0323
H: -1.787636 -5.677610 1.231789  -0.7911
C: 2.957756 6.574275 -3.240264  -0.2478
C: 3.080164 5.230442 -4.035919  0.2982
O: 4.036852 5.515283 -5.075825  -0.2838
S: 5.001794 6.705738 -4.672323  1.0681
O: 5.354392 7.329437 -5.840368  -0.5411
O: 5.951792 6.278518 -3.754147  -0.5255
O: 3.861968 7.496218 -3.925157  -0.3739
H: 3.333970 6.411366 -2.231186  0.2445
H: 1.990141 7.050701 -3.265073  0.3233
H: 2.129934 4.950364 -4.479247  0.2379
H: 3.513410 4.430282 -3.438512  -0.2620
C: -0.907848 -3.168162 4.025066  0.5635
C: 0.580692 -2.945775 4.406278  -0.2828
O: 0.699752 -3.390111 5.745519  -0.3835
S: -0.628328 -2.925479 6.468565  0.8698
O: -0.705564 -1.540322 6.524107  -0.4932
O: -0.896512 -3.687075 7.575389  -0.5764
O: -1.565701 -3.441687 5.268029  -0.2815
H: -1.001567 -3.955533 3.284688  -0.1982
H: -1.344613 -2.232931 3.673092  0.0549
H: 0.801670 -1.879697 4.298045  0.2456
H: 1.292910 -3.452629 3.764874  0.3629

Atomic forces in eV per Å
N -0.2349 1.5636 -0.2239
H 0.9665 -0.5578 0.1621
H -0.2808 -0.6339 0.0524
H 0.4476 -0.6751 -0.0385
H -0.4073 0.0945 0.3452
O -3.9634 -0.1932 2.3433
C 2.7804 -1.1104 -1.5290
O 0.8411 1.3947 -0.5135
B -0.7313 0.2672 0.2046
O 1.7729 0.8124 -1.1764
C 0.0469 8.5031 -1.7212
O -1.6244 -10.1429 3.3595
O -0.6622 -0.6180 -0.1236
C -3.7269 -3.6897 -0.3992
O 4.9896 4.7791 -0.1998
C -0.1275 -0.0803 -1.7650
O 0.3017 -0.0521 -0.3504
O -0.4626 0.2010 1.5644
C 0.9285 -0.3878 0.4361
C -0.4161 0.2361 -0.3480
O 0.4270 -0.1705 -0.3473
S -0.5196 -0.7366 -0.1499
O 1.4034 1.6113 -0.4458
O -0.6102 -1.0112 1.4545
O -0.6968 0.0318 0.4855
H -0.2845 0.4277 -0.3566
H -0.3808 0.3208 -0.6661
H 0.2214 -0.1783 0.1167
H -0.2010 -0.1626 -0.1677
C -0.6781 -0.8225 0.2485
C 0.0683 0.2370 -0.8517
O 0.2755 -0.2164 0.5006
S 0.7863 -1.9000 0.9882
O 1.2411 0.8735 -0.5545
O -1.9203 0.9588 -0.3227
O 0.1388 0.0861 -0.0823
H 0.1250 0.0817 0.1330
H 0.2458 0.3998 -0.2053
H -0.1642 -0.0807 -0.1495
H -0.1608 0.4200 0.3461
C -0.2634 -1.1025 -0.6169
C 0.4081 0.1778 1.9021
O 0.4088 -0.1647 -1.1652
S -0.4007 -0.9065 -1.8920
O -0.9057 1.7944 -0.6751
O 1.2826 -0.8305 2.7908
O -0.1952 -0.0679 -0.4682
H 0.6588 0.2536 0.0604
H -0.2895 0.4240 0.0801
H -0.4038 0.4765 0.0354
H -0.1978 -0.0953 0.0018
C -0.3101 0.6202 0.0013
C -1.1285 0.5580 0.3324
O -0.0510 -0.1369 -0.2135
S -2.6226 1.2668 -0.1997
O 2.5434 -3.8085 -0.8936
O 0.6189 1.9523 1.3370
O -0.1870 -0.0184 -0.3169
H 0.1073 -0.0868 0.0391
H 0.0599 -0.2460 -0.0359
H 0.8935 -0.2211 0.1666
H 0.0356 0.1179 -0.2473
C 0.0137 0.1070 -0.1584
C -0.0013 -0.3454 0.9994
O -0.4385 -0.2350 -0.3170
S 1.7246 0.9158 1.2168
O -0.8013 0.7480 -0.0373
O 0.4284 -1.3305 -0.2069
O -0.6335 0.4958 -0.5701
H 0.0513 -0.1302 0.4588
H -0.1353 0.0259 -0.6789
H -0.2088 0.0669 -0.3280
H 0.0089 -0.2419 -0.3910
C -1.4578 1.3256 0.1436
C 1.1334 0.1041 -0.2599
O 0.4476 -0.6589 0.4129
S -1.2591 2.4796 0.7703
O -2.0823 0.4159 0.2104
O 2.7412 -2.7715 -0.7621
O 0.4715 -0.1995 -0.4910
H 0.3985 -0.2410 0.3953
H 0.0375 -0.3430 -0.2417
H -0.3541 0.3402 -0.3352
H -0.0986 -0.4933 0.3888
C 1.2143 -0.4935 -0.6473
C -0.6426 0.8494 0.0693
O 0.2519 0.5051 -0.4235
S 2.4289 0.6205 -1.2029
O -2.3492 -1.2043 -1.2369
O -0.1852 0.3593 2.6393
O 0.0492 -0.3384 0.0790
H -0.2050 0.2818 0.6068
H -0.7389 0.0175 0.1570
H 0.0649 -0.2371 -0.0948
H 0.1158 -0.4998 0.1207
C 0.1276 1.3933 0.1278
C 1.3442 0.6884 -0.9461
O -0.6167 -0.2908 0.3436
S -1.7296 2.8544 -2.4759
O -0.4827 -2.6258 2.8769
O 1.7984 0.5916 -1.0371
O -0.1513 -0.9307 -0.1391
H 0.0490 -0.1949 0.1234
H -0.0771 -0.7159 0.2582
H -0.1513 -0.5667 0.5758
H -0.1404 -0.0449 0.1622
C -0.1183 0.4364 0.3954
C -1.9147 0.7048 -1.6264
O 1.1177 0.2162 1.2153
S 0.3712 -0.6311 3.3228
O 1.5501 0.0966 -1.9076
O -2.8563 0.1940 -0.9466
O 0.6919 -0.0513 -0.8349
H 0.1720 -0.1072 0.2728
H -0.0050 -0.2157 -0.1904
H 0.5456 -0.1839 -0.0801
H 0.6350 -0.2538 0.1425
C 1.2674 -0.2736 -0.3349
C 0.5574 0.7181 0.1812
O -0.3647 -0.8282 -0.3003
S -3.3878 -0.9447 0.9159
O 1.1174 1.9451 -2.8745
O 1.9423 -1.0691 1.8882
O -0.4341 0.3271 0.4823
H -0.2431 0.2557 0.0870
H -0.1983 -0.0575 0.0492
H 0.1754 -0.1819 -0.2299
H -0.4735 -0.0398 0.2079
C 0.3542 1.0418 0.2656
C -0.0118 0.7521 -1.1260
O 0.5842 0.0819 0.3873
S -0.4707 -0.5708 -2.8280
O 0.2737 2.5512 -0.0209
O -0.2915 -2.2386 2.8344
O -0.0826 -0.5800 -0.1392
H -0.4689 -0.3336 0.3268
H 0.1095 -0.1244 -0.4228
H 0.0790 -0.0522 0.4460
H 0.0018 -0.4731 0.2113

Results
ΔE to the lowest compared entry with this formula, charge and spin   0.0 kcal per mole
HOMO level   -0.4071 hartree